Entry from OMol25: one molecule with the formula C5H8O (the ωB97M-V functional and the def2-TZVPD basis).

Element x y z (Å)
C (1.698, 0.242, -0.139)
C (0.288, 0.216, 0.419)
C (-0.486, -1.130, 0.375)
C (-1.707, -0.319, -0.051)
O (-2.893, -0.496, 0.027)
C (-0.839, 0.882, -0.418)
H (1.713, -0.145, -1.166)
H (2.099, 1.262, -0.158)
H (2.373, -0.375, 0.464)
H (0.271, 0.615, 1.440)
H (-0.575, -1.732, 1.283)
H (-0.135, -1.766, -0.448)
H (-1.209, 1.872, -0.138)
H (-0.597, 0.875, -1.489)

For the energy above the lowest of the compared OMol25 structures with the same formula, charge and spin, the calculation gives 0.798 eV. For the highest occupied orbital energy, the calculation gives -9.5 eV. The value obtained for the lowest unoccupied orbital energy is 1.00 eV. The total charge is 0. As for the SMILES: CC1CC(=O)C1. The calculation puts the orbital gap at 10.51 eV. As for the total energy: -270.528577 hartree.